The following is a quantum chemistry calculation of 12 unconnected molecules or ions with the total composition C48H84N6O9, from OMol25.

XYZ file:
```
147
Properties=species:S:1:pos:R:3:forces:R:3:mulliken_charge:R:1
C -0.9046 1.7716 -3.2389 1.474 -0.835 -0.735 0.6213
N -0.5029 2.8619 -4.0919 -0.495 1.110 0.220 -0.0817
C -1.1477 4.0590 -3.9588 -0.027 -0.965 -0.629 0.6325
C -0.6563 5.1667 -4.8338 -0.001 0.851 -0.756 -1.2091
O -2.1407 4.1263 -3.2614 -0.222 0.536 0.455 -0.5530
H -0.5669 1.9220 -2.2144 -0.447 0.121 0.159 -0.0655
H -0.3209 0.9333 -3.6325 -0.257 -0.250 0.299 0.0583
H -1.9527 1.5261 -3.3411 -0.112 0.237 0.219 -0.6677
H 0.3073 2.7972 -4.6785 0.100 -0.099 0.099 0.2480
H -1.3644 5.3535 -5.6491 -0.145 -0.332 0.158 0.2727
H 0.2965 4.9738 -5.3262 0.107 -0.099 0.254 0.3642
H -0.6136 6.1315 -4.3290 0.132 -0.223 0.352 0.3221
C 1.1967 4.2167 0.4606 -0.118 -0.173 -0.832 -0.5934
N 1.7039 4.6350 1.7333 -0.002 -0.088 0.735 0.2346
C 2.6719 5.5630 1.8291 0.057 0.676 -0.222 0.7944
C 3.1724 5.8483 3.2307 -0.020 -0.710 -0.196 -1.1457
O 3.1300 6.1744 0.8682 -0.115 -0.238 0.082 -0.6789
H 0.4367 4.8906 0.0606 0.156 0.207 0.058 0.3685
H 0.6959 3.2506 0.5014 0.177 -0.082 0.375 -0.2500
H 2.0236 4.1429 -0.2466 -0.126 0.007 -0.153 0.2125
H 1.5490 4.0545 2.5556 -0.122 -0.054 -0.308 0.3962
H 3.4386 6.8959 3.2923 0.050 0.056 0.140 0.3890
H 4.0546 5.2187 3.3781 0.111 0.218 0.082 0.2317
H 2.4435 5.5540 3.9858 -0.024 0.207 0.053 0.2666
C 6.2433 -1.9081 1.0568 0.676 -0.475 -0.433 -0.7803
N 5.7395 -2.7743 2.0872 -0.750 -0.034 0.270 -0.1291
C 4.4195 -2.8281 2.4170 0.028 -0.348 -0.005 0.6128
C 4.0754 -3.8315 3.4928 0.528 -0.099 0.277 -1.1079
O 3.5660 -2.1359 1.8931 -0.101 0.196 -0.132 -0.4845
H 5.4359 -1.4178 0.5275 -0.183 0.058 0.188 0.0809
H 6.7867 -2.5322 0.3417 0.066 0.211 -0.126 0.3767
H 6.9407 -1.1787 1.4657 -0.087 0.171 -0.031 0.3472
H 6.3283 -3.4992 2.4543 0.131 0.101 0.062 0.2094
H 4.9768 -4.2132 3.9792 -0.069 0.018 0.033 0.4540
H 3.5442 -4.6931 3.0905 -0.211 0.160 -0.127 0.2049
H 3.4759 -3.3311 4.2500 -0.171 -0.077 -0.059 0.1940
C -1.7759 -1.3815 -0.8758 -0.307 0.526 -0.096 -0.2987
C -1.7640 -0.1212 -0.3130 -0.357 0.299 0.603 -0.1257
C -0.5834 0.3748 0.2233 0.236 0.317 -1.756 -0.8654
N 0.5693 -0.2520 0.0263 0.558 0.013 0.815 1.1603
C 0.5862 -1.4794 -0.4960 -1.102 -0.012 1.330 -0.8127
C -0.5952 -2.0917 -0.9191 0.650 -0.580 -0.254 -0.6875
H -2.7273 -1.7373 -1.2544 0.155 -0.380 -0.056 0.6471
H -2.6769 0.4611 -0.2559 0.074 0.012 0.086 0.2996
H -0.5076 1.3943 0.5896 -0.274 -0.119 0.312 -0.0200
H 1.4815 -2.0348 -0.2367 0.221 -0.017 -0.894 -0.0450
H -0.5806 -3.1272 -1.2432 0.034 0.066 -0.097 0.8041
C 1.4795 0.0525 5.1797 -0.373 -0.236 -0.243 -0.4020
C 1.1891 0.0128 3.8241 0.859 -0.516 0.313 -0.3098
C 1.2824 1.1888 3.1087 0.115 -0.441 -0.776 -0.4092
N 1.5566 2.3595 3.6529 0.047 0.560 0.152 -0.0132
C 1.7844 2.3895 4.9595 -0.343 0.537 0.395 -0.4863
C 1.7486 1.2747 5.7620 0.182 -0.497 0.453 -0.7963
H 1.4949 -0.8582 5.7665 -0.033 0.025 0.017 0.4453
H 1.1252 -0.9401 3.3133 -0.353 0.109 -0.108 0.2059
H 1.2221 1.1429 2.0252 -0.167 0.129 0.051 0.7648
H 1.9564 3.3605 5.4142 0.144 0.034 -0.161 0.3321
H 1.9654 1.3170 6.8210 0.006 0.238 -0.014 0.4259
C 0.9843 -1.4607 -5.4340 0.268 -0.276 0.040 -0.2585
C -0.1583 -1.6035 -4.6643 0.204 -0.043 -0.453 -0.2392
C -1.3629 -1.3059 -5.2853 -0.622 0.167 0.987 -0.2036
N -1.5031 -0.9123 -6.5310 0.089 -0.108 -0.704 -0.5769
C -0.3978 -0.8439 -7.2751 -0.420 -0.062 0.050 -0.4292
C 0.8609 -1.0906 -6.7639 0.138 0.375 -0.241 -0.4379
H 1.9723 -1.6759 -5.0428 -0.081 0.073 0.150 0.4098
H -0.1289 -1.9332 -3.6367 0.021 0.066 0.056 0.4642
H -2.2936 -1.3314 -4.7198 0.104 -0.142 0.090 0.5054
H -0.5738 -0.6123 -8.3191 0.244 0.180 -0.009 0.3903
H 1.7243 -0.9257 -7.3965 0.047 -0.225 0.064 0.3871
C -5.1860 -2.4335 1.3707 0.512 0.353 -0.355 -0.8345
C -5.4512 -0.9326 1.1862 -0.586 -0.759 0.430 0.5400
C -5.2351 -0.4683 2.6185 0.022 -0.223 -0.165 -0.5522
O -4.1404 -1.2552 3.1058 0.180 0.251 -0.119 -0.4721
C -3.9118 -2.3385 2.2019 -0.008 -0.495 0.068 0.9594
H -5.0720 -2.9395 0.4111 0.137 -0.149 0.089 0.3161
H -5.9870 -2.9131 1.9333 -0.047 0.027 0.015 0.3720
H -6.4675 -0.7736 0.8263 0.112 0.380 -0.118 0.4882
H -4.6943 -0.5288 0.5134 -0.160 0.218 -0.094 -0.6923
H -6.1064 -0.7205 3.2317 -0.125 0.260 -0.056 0.3537
H -5.0226 0.5983 2.6948 0.177 -0.033 0.177 0.1510
H -3.6683 -3.2332 2.7778 -0.159 0.176 0.070 0.0911
H -3.0403 -2.1312 1.5644 -0.086 0.121 0.017 -0.7015
C 4.3687 -5.0678 -0.9171 0.241 0.520 -0.758 -0.4044
C 3.0077 -4.3596 -1.0931 0.044 0.048 0.210 0.8897
C 2.0121 -5.4996 -0.9792 0.037 -0.707 0.838 0.1662
O 2.6433 -6.4639 -0.1177 -0.137 0.083 -0.146 -0.4704
C 4.0388 -6.4601 -0.3671 -0.140 0.354 -0.010 -0.4873
H 5.0295 -4.4651 -0.2965 -0.042 -0.154 0.296 -0.0597
H 4.8735 -5.1188 -1.8856 -0.021 -0.233 0.053 0.3377
H 2.9205 -3.8182 -2.0345 0.060 -0.058 -0.052 0.4112
H 2.8800 -3.6330 -0.2919 -0.124 -0.069 0.093 -0.9190
H 1.7663 -5.9625 -1.9417 0.064 0.088 -0.053 0.3308
H 1.0982 -5.2896 -0.4247 -0.151 0.426 -0.420 -0.4520
H 4.2898 -7.2343 -1.0979 0.091 -0.075 0.087 0.2589
H 4.5250 -6.6599 0.5869 0.132 -0.160 -0.080 0.3525
C 4.8162 2.7968 0.7555 -0.269 0.314 -0.912 0.2078
C 4.6144 1.2834 0.4895 -0.262 1.477 0.774 0.0351
C 3.7951 1.2591 -0.7970 0.225 -0.399 -0.266 0.3003
O 3.8306 2.5721 -1.3562 -0.034 -0.235 -0.245 -0.4925
C 4.7647 3.3925 -0.6659 -0.281 0.224 0.438 -0.6731
H 5.7299 2.9975 1.3111 0.031 0.110 -0.054 0.5621
H 3.9764 3.2753 1.2591 -0.036 -0.358 0.364 -0.5911
H 4.0252 0.8883 1.3171 0.410 -0.564 -0.015 0.1221
H 5.6381 0.9175 0.4511 -0.272 -0.746 -0.259 0.0041
H 2.7600 0.9675 -0.6089 -0.053 0.266 0.140 -0.4102
H 4.1600 0.5187 -1.5250 0.230 0.200 0.018 0.2743
H 4.3219 4.3892 -0.6313 0.192 0.085 -0.070 0.3318
H 5.7193 3.4634 -1.1997 0.085 -0.313 0.095 0.3060
C -3.8774 4.1591 2.3002 -0.042 -0.071 -0.088 -0.6245
C -4.0284 4.9830 1.0167 -0.512 0.300 0.194 -0.6349
C -3.2205 4.2088 -0.0194 0.164 0.965 0.300 0.2868
O -2.1270 3.7344 0.7590 0.396 0.004 -0.194 -0.1529
C -2.6600 3.2746 1.9914 -0.267 -0.459 -0.369 -0.0278
H -4.7492 3.5214 2.4534 -0.055 0.113 0.113 0.2636
H -3.7608 4.8063 3.1672 0.105 -0.136 0.094 0.3279
H -3.5616 5.9648 1.1162 0.163 -0.096 0.176 0.2663
H -5.0772 5.2099 0.8125 0.042 -0.343 -0.360 0.3861
H -2.8263 4.9288 -0.7320 0.110 -0.417 -0.388 0.2311
H -3.7437 3.4042 -0.5449 -0.064 -0.089 0.137 -0.4329
H -1.8842 3.2640 2.7538 0.115 0.122 -0.070 0.3970
H -2.9813 2.2392 1.8027 -0.076 -0.055 0.421 -0.2461
C -0.9783 -4.6209 1.5914 -1.501 -0.308 0.572 -0.2223
C -0.0934 -3.5135 2.1880 0.774 -0.105 -0.648 1.3510
C -0.2887 -3.7006 3.6775 -0.335 0.217 0.447 -0.3779
O -1.6487 -4.0925 3.8178 0.072 -0.284 -0.438 -0.4398
C -1.7704 -5.1201 2.8275 0.262 -0.651 1.003 -0.8765
H -0.5045 -5.4540 1.0774 0.369 0.125 0.105 0.3201
H -1.7885 -4.2720 0.9455 0.517 0.461 -0.365 0.1297
H -0.3468 -2.5228 1.8131 -0.363 0.018 0.251 -0.7083
H 0.9596 -3.6386 1.9290 0.077 -0.097 -0.063 -0.1469
H -0.1449 -2.8349 4.3236 0.085 0.133 -0.231 0.0692
H 0.3846 -4.5015 4.0227 -0.140 -0.021 0.082 0.3072
H -2.8165 -5.3689 2.6447 -0.073 0.465 -0.088 0.3574
H -1.3722 -6.0242 3.3164 0.324 -0.039 -0.508 0.3344
C -5.4949 -0.3234 -2.8307 -0.861 1.212 1.347 -0.4250
C -4.5256 0.8569 -2.6444 0.451 -1.226 -0.694 1.4033
C -4.4856 1.4545 -4.0577 -0.628 0.362 0.157 -0.2729
O -5.6630 0.9841 -4.7447 -0.090 0.105 0.556 -0.5110
C -6.4921 0.3500 -3.7612 0.401 -0.768 -1.368 -0.6694
H -6.0036 -0.5307 -1.8823 0.216 -0.334 -0.029 0.0268
H -5.0061 -1.2221 -3.1935 -0.168 -0.013 -0.408 0.3790
H -3.5364 0.4918 -2.3673 -0.035 0.291 0.316 -1.1025
H -4.9301 1.5481 -1.9103 0.171 0.131 0.048 -0.0088
H -3.6433 1.1255 -4.6644 0.200 0.157 0.132 0.2276
H -4.5131 2.5412 -3.9463 0.201 0.034 -0.481 0.2274
H -7.1274 -0.3594 -4.2973 -0.049 0.106 0.039 0.4112
H -7.1310 1.0963 -3.2793 0.104 -0.091 0.351 0.2568
```
Forces are in eV/Å.

Calculated values
Kohn-Sham gap (Eh): 0.336
Energy relative to the best compared isomer or geometry (same formula, charge and spin) (kcal/mol): 0.0
Structure (SMILES): CNC(C)=O.CNC(C)=O.CNC(C)=O.c1ccncc1.c1ccncc1.c1ccncc1.C1CCOC1.C1CCOC1.C1CCOC1.C1CCOC1.C1CCOC1.C1CCOC1
LUMO energy (eV): 0.345